{
  "formula": "C5H10O2",
  "method": "wB97M-V/def2-TZVPD",
  "e_lumo_ev": 1.13,
  "e_tot_ha": -346.98008,
  "homo_lumo_gap_ha": 0.401,
  "smiles": "C[C@@H]1OC[C@H](C)O1",
  "species": ["H", "H", "H", "H", "O", "C", "O", "H", "H", "C", "C", "C", "C", "H", "H", "H", "H"],
  "xyz": [[2.283, 0.363, -1.715], [1.155, -1.464, -0.301], [1.055, -0.774, 2.022], [3.139, -0.071, -0.223], [-0.825, -0.374, 1.264], [0.569, -0.121, 1.290], [-0.149, 0.032, -0.862], [0.756, 0.928, 1.564], [-2.820, 0.229, -1.369], [1.010, -0.381, -0.150], [2.226, 0.384, -0.623], [-1.222, -0.458, -0.100], [-2.468, 0.357, -0.341], [-3.253, 0.031, 0.347], [-2.252, 1.413, -0.162], [2.184, 1.429, -0.298], [-1.387, -1.523, -0.343]],
  "forces_ev_per_a": [[0.00, -0.04, 0.15], [-0.02, 0.13, 0.00], [-0.08, 0.05, -0.11], [-0.13, 0.09, -0.04], [-0.04, 0.01, 0.06], [0.29, 0.05, 0.04], [-0.03, 0.04, -0.04], [-0.01, -0.15, -0.04], [0.07, 0.01, 0.13], [0.20, -0.04, 0.12], [0.01, 0.02, 0.00], [-0.33, -0.06, -0.13], [-0.02, 0.02, 0.00], [0.11, 0.03, -0.11], [-0.02, -0.13, -0.01], [-0.03, -0.14, -0.07], [0.04, 0.12, 0.05]],
  "nbo_charge": [0.23, 0.16, 0.19, 0.22, -0.54, -0.09, -0.52, 0.17, 0.22, 0.06, -0.62, 0.37, -0.63, 0.22, 0.22, 0.21, 0.13]
}

***

{
  "formula": "C6H16N2O",
  "method": "wB97M-V/def2-TZVPD",
  "e_lumo_ev": [0.79, 0.79],
  "e_tot_ha": -422.77632,
  "homo_lumo_gap_ha": [0.268, 0.268],
  "species": ["C", "H", "C", "H", "H", "H", "H", "C", "H", "N", "H", "H", "C", "H", "H", "H", "H", "H", "H", "N", "C", "H", "C", "H", "O"],
  "xyz": [[-0.160, -0.730, 1.131], [0.277, 2.644, -0.909], [1.193, 2.057, -1.011], [-0.611, -2.032, -1.370], [-0.953, -0.676, 1.886], [1.878, 2.353, -0.219], [-1.226, 1.554, 0.641], [-1.398, -1.338, -1.075], [1.623, 2.320, -1.991], [-0.841, -0.319, -0.189], [1.769, -0.049, -0.757], [0.672, 1.032, 2.145], [0.911, 0.580, -0.957], [2.344, -0.676, 2.257], [1.225, -2.130, 0.584], [-2.665, 0.507, 0.500], [0.482, 0.249, -1.905], [-1.971, 1.280, -0.946], [-1.807, -0.864, -1.968], [0.367, -2.063, 1.114], [0.899, 0.325, 1.346], [-2.209, -1.897, -0.592], [-1.733, 0.818, 0.015], [-0.296, -2.771, 0.831], [2.230, -0.172, 1.437]],
  "forces_ev_per_a": [[-0.68, -0.02, -0.67], [0.04, -0.02, 0.01], [0.10, -0.02, -0.10], [-0.03, 0.00, -0.04], [-0.01, -0.03, 0.07], [-0.02, 0.02, 0.00], [0.01, -0.04, -0.01], [-0.01, 0.13, 0.64], [-0.05, 0.01, 0.08], [0.07, -0.08, 0.19], [0.20, 0.09, 0.06], [0.05, 0.11, -0.07], [0.81, 0.31, 0.67], [-0.04, 0.14, -0.13], [-0.02, 0.02, -0.03], [-0.06, 0.10, 0.05], [-0.43, -0.02, 0.15], [-0.02, -0.03, 0.00], [0.09, 0.05, 0.05], [0.06, 0.12, 0.06], [0.14, -0.44, -1.03], [-0.07, -0.09, -0.08], [0.18, -0.41, -0.01], [0.05, 0.08, 0.03], [-0.36, 0.03, 0.11]],
  "nbo_charge": [0.05, 0.20, -0.65, 0.21, 0.18, 0.22, 0.22, -0.43, 0.20, -0.37, 0.20, 0.15, -0.21, 0.47, 0.38, 0.19, 0.15, 0.20, 0.21, -0.84, -0.08, 0.19, -0.43, 0.36, -0.76]
}

***

{
  "formula": "C3H7NO2",
  "method": "wB97M-V/def2-TZVPD",
  "e_lumo_ev": 0.88,
  "e_tot_ha": -323.63187,
  "homo_lumo_gap_ha": 0.274,
  "species": ["H", "H", "H", "C", "O", "C", "H", "O", "N", "H", "C", "H", "H"],
  "xyz": [[-0.979, -0.396, 2.403], [-0.960, 1.225, -0.102], [1.395, 0.957, -1.863], [-0.600, -1.108, 0.709], [0.628, -0.361, 0.934], [-0.427, 1.231, -1.040], [-0.797, 1.723, -1.920], [-1.512, -0.605, 1.624], [0.825, 0.755, -1.049], [2.452, -0.224, -0.150], [1.385, -0.042, -0.151], [-0.343, -2.155, 0.887], [-1.065, -1.000, -0.281]],
  "forces_ev_per_a": [[-0.28, 0.00, 0.12], [-0.06, -0.09, -0.20], [-0.08, -0.09, 0.10], [0.24, -0.15, -0.06], [-0.10, -0.02, -0.17], [-0.01, 0.34, 0.01], [0.14, 0.13, 0.01], [0.13, -0.06, 0.22], [-0.09, -0.16, -0.08], [-0.27, -0.02, 0.03], [-0.13, -0.05, -0.17], [-0.05, -0.01, 0.09], [0.56, 0.18, 0.10]],
  "nbo_charge": [0.48, 0.20, 0.41, 0.22, -0.55, -0.46, 0.19, -0.71, -0.42, 0.18, 0.14, 0.14, 0.18]
}

***

{
  "formula": "C9H15N3OS",
  "method": "wB97M-V/def2-TZVPD",
  "e_lumo_ev": -0.33,
  "e_tot_ha": -989.21303,
  "homo_lumo_gap_ha": 0.295,
  "smiles": "CCCCCSc1nnc(C)c(=O)[nH]1",
  "species": ["N", "H", "N", "C", "C", "H", "H", "C", "C", "H", "C", "H", "C", "C", "H", "C", "N", "H", "H", "H", "O", "H", "H", "H", "H", "H", "C", "H", "S"],
  "xyz": [[2.166, 1.049, 0.008], [-3.317, 2.195, -0.365], [0.772, -0.772, -0.276], [0.886, 0.561, -0.166], [4.133, -2.295, -0.047], [-4.328, 0.056, -1.229], [-1.656, -0.526, 0.349], [-4.138, 0.350, -0.368], [-1.757, 0.323, -0.543], [3.675, -3.185, -0.199], [-5.579, -1.812, 0.278], [-6.591, -1.256, 0.542], [3.338, 0.080, 0.033], [-3.044, 1.114, -0.023], [-1.809, 0.178, -1.403], [-4.205, -1.033, 0.482], [1.713, -1.365, -0.249], [4.729, -1.992, 0.789], [-5.649, -2.908, 0.783], [-3.410, -1.628, 0.253], [4.436, 0.820, 0.365], [-3.141, 1.351, 0.985], [2.222, 2.030, 0.414], [-4.329, -0.600, 1.305], [4.782, -1.811, -0.757], [-5.215, 0.948, -0.110], [2.875, -1.056, -0.186], [-5.639, -1.923, -0.891], [-0.421, 1.671, -0.182]],
  "forces_ev_per_a": [[-2.08, -0.45, 0.61], [1.50, -1.47, -0.54], [-16.21, 9.55, -0.84], [3.18, 2.32, 0.48], [-1.31, 6.83, -0.54], [-0.84, -1.95, -8.59], [0.22, 2.00, -3.32], [-6.75, -1.26, 7.57], [0.33, 4.55, 18.67], [-0.73, -2.79, -0.34], [-0.93, -1.01, -1.74], [2.42, -0.79, -0.19], [5.77, 16.33, 3.52], [2.41, 3.44, -2.20], [-0.51, -3.07, -13.56], [-4.20, -0.01, -6.15], [7.38, -13.39, -0.27], [-0.34, -0.78, 1.41], [0.42, 2.69, -1.23], [2.13, -1.62, -0.01], [-4.39, -4.90, -1.76], [0.98, -0.36, 2.33], [0.68, -1.73, -0.98], [0.35, 2.44, 7.80], [0.36, -1.06, -1.38], [2.71, -1.51, -0.35], [8.66, -9.61, 0.10], [-0.24, -0.35, 2.08], [-0.97, -2.04, -0.58]],
  "nbo_charge": [-0.55, 0.22, -0.28, 0.24, -0.63, 0.18, 0.27, -0.34, -0.34, 0.22, -0.63, 0.22, 0.57, -0.46, 0.13, -0.40, -0.13, 0.23, 0.22, 0.20, -0.67, 0.22, 0.44, 0.19, 0.22, 0.17, 0.01, 0.20, 0.27]
}